1.
ORCA calculation (the ωB97M-V functional and the def2-TZVPD basis) on a 3-piece molecular cluster, C12H25BBrN2P overall.

Results
Energy in eV: -95836.11819
SMILES string: CCP(BBr)CC.CCCC#N.CCCC#N
HOMO in Eh: -0.266

Cartesian coordinates (Å):
1 C 1.878 0.101 -0.425
2 C 1.274 1.494 -0.637
3 P -0.526 1.402 -0.970
4 B -1.534 2.983 -1.139
5 Br -1.983 3.987 0.425
6 C -1.221 -0.175 -1.591
7 C -2.310 -0.750 -0.687
8 H 1.279 -0.490 0.274
9 H 1.915 -0.457 -1.364
10 H 2.894 0.184 -0.033
11 H 1.811 1.968 -1.462
12 H 1.442 2.094 0.261
13 H -1.906 3.489 -2.147
14 H -1.606 -0.058 -2.609
15 H -0.394 -0.888 -1.676
16 H -3.222 -0.151 -0.749
17 H -2.525 -1.771 -1.006
18 H -1.983 -0.741 0.356
19 C 3.717 5.211 3.045
20 C 3.496 4.852 1.583
21 C 4.059 3.472 1.220
22 C 5.504 3.390 1.433
23 N 6.638 3.326 1.609
24 H 4.781 5.262 3.282
25 H 3.277 6.181 3.275
26 H 3.260 4.471 3.705
27 H 3.957 5.603 0.939
28 H 2.428 4.849 1.356
29 H 3.859 3.243 0.171
30 H 3.583 2.698 1.826
31 C -4.543 -4.942 0.124
32 C -3.918 -6.091 -0.656
33 C -2.453 -5.828 -1.021
34 C -2.302 -4.640 -1.861
35 N -2.184 -3.699 -2.510
36 H -4.553 -4.024 -0.466
37 H -5.572 -5.174 0.395
38 H -3.990 -4.745 1.045
39 H -4.485 -6.275 -1.570
40 H -3.958 -7.009 -0.067
41 H -2.025 -6.675 -1.560
42 H -1.857 -5.676 -0.118

Mulliken charges in e:
1. C -1.400
2. C -0.175
3. P 0.052
4. B 0.027
5. Br -0.180
6. C -0.545
7. C -0.704
8. H 0.362
9. H 0.341
10. H 0.361
11. H 0.421
12. H 0.200
13. H -0.056
14. H 0.381
15. H 0.268
16. H 0.306
17. H -0.018
18. H 0.338
19. C -1.176
20. C -0.400
21. C -0.087
22. C 0.111
23. N -0.435
24. H 0.347
25. H 0.341
26. H 0.313
27. H 0.319
28. H 0.295
29. H 0.144
30. H 0.247
31. C -1.097
32. C -0.386
33. C -0.439
34. C 0.282
35. N -0.466
36. H 0.300
37. H 0.334
38. H 0.302
39. H 0.293
40. H 0.301
41. H 0.309
42. H 0.270

2.
ORCA calculation (the ωB97M-V functional and the def2-TZVPD basis) on a 2-piece molecular cluster, C12H25BCl5O3S overall.

Results
Energy in eV: -93110.57145
Net charge: +1
HOMO in Eh: -0.490

Cartesian coordinates (Å):
1 C 4.477 -0.594 0.150
2 C 3.075 -0.621 -0.483
3 C 3.113 -0.072 -1.936
4 C 2.498 -2.039 -0.498
5 C 1.790 -2.480 0.774
6 C 1.607 -4.022 0.735
7 C 0.394 -1.889 0.939
8 O 0.225 -0.605 0.235
9 S -0.968 -0.621 -0.817
10 C -0.667 0.869 -1.731
11 B -0.299 2.028 -0.693
12 O 1.001 2.183 -0.296
13 O -1.287 2.820 -0.215
14 C -2.522 -0.152 0.006
15 C -2.560 -0.385 1.500
16 C -3.963 -0.226 2.038
17 Cl -1.474 0.770 2.330
18 H 4.510 0.141 0.947
19 H 4.762 -1.545 0.590
20 H 5.238 -0.297 -0.556
21 H 2.452 0.067 0.071
22 H 2.338 0.678 -2.061
23 H 2.917 -0.855 -2.658
24 H 4.067 0.370 -2.187
25 H 1.856 -2.222 -1.356
26 H 3.341 -2.711 -0.623
27 H 2.386 -2.273 1.654
28 H 0.672 -4.326 1.193
29 H 2.447 -4.533 1.182
30 H 1.545 -4.315 -0.307
31 H 0.167 -1.723 1.986
32 H -0.348 -2.584 0.559
33 H -1.616 1.043 -2.228
34 H 0.099 0.695 -2.478
35 H 1.184 1.816 0.587
36 H -1.144 2.953 0.739
37 H -3.289 -0.749 -0.475
38 H -2.712 0.899 -0.200
39 H -2.236 -1.389 1.736
40 H -4.293 0.802 1.970
41 H -4.629 -0.887 1.496
42 H -3.958 -0.541 3.074
43 C -4.038 5.308 -0.941
44 Cl -5.396 5.999 -1.824
45 Cl -3.545 6.405 0.349
46 Cl -4.536 3.758 -0.232
47 Cl -2.682 5.052 -2.045

Mulliken charges in e:
1. C -1.497
2. C 2.233
3. C -1.298
4. C -2.406
5. C 0.969
6. C -1.722
7. C -1.584
8. O 0.136
9. S 0.252
10. C -0.693
11. B 0.023
12. O -0.570
13. O -0.047
14. C -0.640
15. C 0.399
16. C -1.551
17. Cl -0.158
18. H 0.359
19. H 0.368
20. H 0.363
21. H -0.640
22. H 0.117
23. H 0.340
24. H 0.407
25. H 0.505
26. H 0.633
27. H 0.489
28. H 0.397
29. H 0.406
30. H 0.438
31. H 0.301
32. H 0.790
33. H 0.526
34. H 0.477
35. H 0.338
36. H 0.241
37. H 0.683
38. H 0.169
39. H 0.333
40. H 0.352
41. H 0.425
42. H 0.400
43. C 0.328
44. Cl -0.085
45. Cl -0.099
46. Cl -0.106
47. Cl -0.098

3.
ORCA calculation (the ωB97M-V functional and the def2-TZVPD basis) on one molecule with the formula C12H25BO.

Results
Relative energy (zero: lowest compared OMol25 entry of this formula, charge and spin) in eV: 2.209
Energy in eV: -15568.01234
HOMO (alpha / beta) in Eh: -0.250 / -0.250

Cartesian coordinates (Å):
1 B -0.094 -0.311 0.723
2 C 0.404 0.717 -0.275
3 C -0.060 0.169 -1.849
4 C 1.544 -1.003 2.682
5 C -2.404 0.719 1.496
6 C 1.247 2.592 1.132
7 C 1.850 -0.057 -3.572
8 C -1.448 -2.671 0.040
9 C 1.243 -1.192 1.171
10 C -1.113 0.097 1.972
11 C 1.191 1.885 -0.267
12 C 0.532 0.631 -3.159
13 C -0.849 -1.146 -1.692
14 O -1.088 -1.353 -0.348
15 H 1.416 0.054 3.012
16 H 0.778 -1.630 3.278
17 H 2.589 -1.463 2.775
18 H -3.126 0.856 2.301
19 H -2.086 1.704 1.226
20 H -2.821 0.140 0.656
21 H 1.622 1.929 1.941
22 H 0.314 3.008 1.366
23 H 1.963 3.459 1.104
24 H 1.617 -1.108 -3.781
25 H 2.283 0.227 -4.614
26 H 2.622 -0.070 -2.811
27 H -0.711 -2.948 0.853
28 H -1.362 -3.360 -0.912
29 H -2.486 -2.696 0.552
30 H 2.296 -0.942 0.745
31 H 0.966 -2.160 0.870
32 H -0.712 0.647 2.791
33 H -1.609 -0.883 2.278
34 H 2.138 1.819 -0.824
35 H 0.624 2.629 -0.851
36 H -0.170 0.314 -3.902
37 H 0.793 1.669 -2.942
38 H -1.902 -1.182 -2.071
39 H -0.201 -1.959 -2.124

Mulliken charges in e:
1. B 0.196
2. C 1.168
3. C -0.507
4. C -1.022
5. C -1.355
6. C -1.218
7. C -1.124
8. C -0.776
9. C -0.650
10. C -0.246
11. C -0.961
12. C -0.924
13. C -0.335
14. O 0.076
15. H 0.153
16. H 0.207
17. H 0.338
18. H 0.375
19. H 0.257
20. H 0.207
21. H 0.153
22. H 0.313
23. H 0.406
24. H 0.301
25. H 0.333
26. H 0.283
27. H 0.326
28. H 0.326
29. H 0.199
30. H 0.176
31. H 0.630
32. H 0.546
33. H 0.064
34. H 0.420
35. H 0.416
36. H 0.381
37. H 0.236
38. H 0.281
39. H 0.354

4.
ORCA calculation (the ωB97M-V functional and the def2-TZVPD basis) on a 4-piece molecular cluster, C12H25BrCl6FNO overall.

Results
Energy in eV: -164281.91490
SMILES string: COC[C@@H](Br)NCCCF.ClCCCl.ClCCCl.ClCCCl
HOMO in Eh: -0.343

Cartesian coordinates (Å):
1 C 7.539 2.003 0.926
2 O 7.980 0.921 0.134
3 C 7.046 -0.108 -0.014
4 C 5.747 0.300 -0.680
5 Br 6.175 0.937 -2.536
6 N 4.801 -0.748 -0.670
7 C 3.441 -0.376 -1.066
8 C 2.781 0.627 -0.117
9 C 3.051 0.426 1.362
10 F 2.010 -0.309 1.952
11 H 6.905 1.656 1.749
12 H 8.428 2.466 1.344
13 H 6.993 2.745 0.341
14 H 7.526 -0.878 -0.616
15 H 6.783 -0.546 0.958
16 H 5.321 1.188 -0.225
17 H 5.114 -1.495 -1.278
18 H 2.843 -1.283 -1.086
19 H 3.431 0.034 -2.081
20 H 3.044 1.647 -0.397
21 H 1.703 0.544 -0.249
22 H 3.117 1.375 1.894
23 H 3.960 -0.149 1.534
24 Cl -1.254 0.781 0.002
25 C -2.024 -0.812 -0.251
26 C -1.081 -1.953 0.020
27 Cl 0.225 -2.050 -1.194
28 H -2.396 -0.834 -1.271
29 H -2.866 -0.868 0.438
30 H -1.631 -2.891 -0.031
31 H -0.608 -1.865 0.995
32 Cl -4.867 0.829 -3.676
33 C -6.332 0.024 -3.054
34 C -6.144 -0.462 -1.642
35 Cl -4.958 -1.799 -1.546
36 H -6.570 -0.794 -3.729
37 H -7.138 0.755 -3.074
38 H -7.087 -0.842 -1.251
39 H -5.785 0.329 -0.990
40 Cl -6.203 1.785 1.230
41 C -6.615 0.832 2.680
42 C -7.086 -0.553 2.316
43 Cl -8.641 -0.534 1.442
44 H -7.371 1.386 3.229
45 H -5.713 0.755 3.284
46 H -7.231 -1.140 3.221
47 H -6.363 -1.055 1.677

Mulliken charges in e:
1. C -0.661
2. O -0.356
3. C -0.568
4. C -0.378
5. Br -0.162
6. N -0.228
7. C -0.622
8. C -0.287
9. C -0.129
10. F -0.344
11. H 0.327
12. H 0.247
13. H 0.224
14. H 0.353
15. H 0.371
16. H 0.368
17. H 0.327
18. H 0.349
19. H 0.324
20. H 0.377
21. H 0.027
22. H 0.281
23. H 0.157
24. Cl -0.213
25. C -0.190
26. C -0.401
27. Cl -0.202
28. H 0.207
29. H 0.131
30. H 0.368
31. H 0.291
32. Cl -0.190
33. C -0.453
34. C -0.091
35. Cl -0.194
36. H 0.337
37. H 0.322
38. H 0.288
39. H -0.032
40. Cl -0.173
41. C -0.422
42. C -0.382
43. Cl -0.185
44. H 0.347
45. H 0.289
46. H 0.352
47. H 0.197

5.
ORCA calculation (the ωB97M-V functional and the def2-TZVPD basis) on a 2-piece molecular cluster, C12H25ClFN4O4 overall.

Results
Relative energy (zero: lowest compared OMol25 entry of this formula, charge and spin) in eV: 0.000
Energy in eV: -42228.21127
Net charge: +1
HOMO in Eh: -0.436

Cartesian coordinates (Å):
1 C 5.552 -3.296 -0.304
2 O 5.735 -2.023 -1.025
3 C 4.496 -1.260 -0.998
4 N 3.957 -1.193 0.428
5 C 2.592 -0.605 0.380
6 N 1.420 -1.488 0.409
7 C 0.736 -1.601 -0.922
8 C -0.647 -2.431 -0.640
9 C -0.235 -3.969 -0.404
10 Cl 0.160 -4.732 -2.055
11 N 2.449 0.727 0.330
12 C 1.178 1.489 0.256
13 O 1.204 2.565 -0.411
14 N -0.099 1.149 0.921
15 C 0.021 1.050 2.386
16 O -1.023 1.240 3.062
17 F 1.229 0.713 3.071
18 H 4.536 -3.784 -0.589
19 H 5.653 -3.155 0.828
20 H 6.380 -4.019 -0.651
21 H 4.782 -0.207 -1.398
22 H 3.729 -1.710 -1.737
23 H 4.579 -0.502 0.899
24 H 0.772 -1.268 1.179
25 H 0.416 -0.582 -1.374
26 H 1.398 -2.191 -1.665
27 H -1.429 -2.264 -1.459
28 H -1.065 -2.049 0.373
29 H 0.713 -4.010 0.264
30 H -1.066 -4.577 0.128
31 H 3.328 1.292 0.344
32 H -0.577 0.338 0.497
33 C -5.884 2.651 -0.338
34 C -4.895 2.066 0.656
35 O -3.679 1.628 0.058
36 C -2.915 2.618 -0.618
37 C -2.478 3.763 0.279
38 H -6.119 1.920 -1.119
39 H -6.809 2.937 0.168
40 H -5.487 3.539 -0.834
41 H -5.346 1.188 1.124
42 H -4.686 2.772 1.465
43 H -3.464 2.988 -1.491
44 H -2.024 2.114 -1.006
45 H -3.330 4.309 0.690
46 H -1.865 4.473 -0.281
47 H -1.894 3.385 1.123

Mulliken charges in e:
1. C -0.566
2. O -0.351
3. C -0.196
4. N -0.164
5. C -0.202
6. N -0.214
7. C -0.383
8. C -0.540
9. C -0.453
10. Cl -0.192
11. N 0.092
12. C -0.134
13. O -0.439
14. N 0.194
15. C 0.573
16. O -0.419
17. F -0.216
18. H 0.240
19. H 0.240
20. H 0.263
21. H 0.297
22. H 0.279
23. H 0.385
24. H 0.415
25. H 0.281
26. H 0.358
27. H 0.358
28. H 0.281
29. H 0.276
30. H 0.379
31. H 0.347
32. H 0.219
33. C -1.011
34. C -0.346
35. O -0.418
36. C -0.265
37. C -1.013
38. H 0.286
39. H 0.390
40. H 0.258
41. H 0.327
42. H 0.302
43. H 0.374
44. H 0.201
45. H 0.376
46. H 0.373
47. H 0.155

> Number 5 is which compound?

C12H25ClFN4O4